## P
{
  "formula": "C3H6O2",
  "method": "wB97M-V/def2-TZVPD",
  "elements": ["C", "C", "C", "H", "H", "H", "H", "H", "H", "O", "O"],
  "xyz": [[0.6689, 0.1109, 0.3427], [-0.1210, 1.0657, -0.4736], [-0.8387, 0.0833, 0.3810], [1.9116, -1.0278, -0.7970], [1.2086, 0.5521, 1.2478], [-0.0443, 2.0833, -0.1246], [-0.3408, 0.9283, -1.5361], [-1.4072, 0.2583, 1.2621], [-0.7943, -1.8859, 0.0069], [1.2037, -1.0883, -0.0962], [-1.4465, -1.0801, -0.2129]],
  "mulliken_charge": [0.060, -0.621, -0.030, 0.300, 0.234, 0.235, 0.260, 0.338, 0.330, -0.545, -0.562],
  "smiles": "O[C@@H]1C[C@@H]1O",
  "total_charge": 0,
  "multiplicity": 1
}



## Q
{
  "formula": "C3H6O2",
  "method": "wB97M-V/def2-TZVPD",
  "elements": ["C", "C", "C", "O", "O", "H", "H", "H", "H", "H", "H"],
  "xyz": [[0.3657, 0.1258, -0.5651], [1.2969, 0.5460, 0.4892], [-1.0457, -0.3307, -0.4038], [-1.2516, -1.5045, 0.3763], [-1.2447, 0.8727, 0.1287], [-2.1319, -1.4147, 0.7718], [0.7794, 0.0793, -1.5688], [-1.3959, -0.4260, -1.4661], [0.9222, 0.2595, 1.4745], [2.2966, 0.1546, 0.2695], [1.4089, 1.6381, 0.4938]],
  "mulliken_charge": [-0.003, -1.060, 0.297, -0.502, -0.532, 0.324, 0.333, 0.239, 0.271, 0.363, 0.270],
  "total_charge": 0,
  "multiplicity": 1
}



## R
{
  "formula": "C3H6O2",
  "method": "wB97M-V/def2-TZVPD",
  "elements": ["C", "C", "C", "O", "O", "H", "H", "H", "H", "H", "H"],
  "xyz": [[-0.2849, -0.4525, -1.0465], [0.5377, -0.1203, 1.3919], [0.4309, 0.3985, -0.0119], [-1.5616, 0.1192, -1.2480], [0.6009, 1.6027, -0.2659], [-1.3579, 1.1286, -1.3297], [-0.3593, -1.4931, -0.7183], [0.2820, -0.4118, -1.9847], [1.5619, 0.0213, 1.7469], [0.3212, -1.1911, 1.4250], [-0.1707, 0.3983, 2.0412]],
  "mulliken_charge": [-0.411, -0.988, 0.713, -0.507, -0.577, 0.354, 0.284, 0.253, 0.313, 0.310, 0.257],
  "smiles": "CC(=O)CO",
  "total_charge": 0,
  "multiplicity": 1
}



Ranked by calculated energy, most stable first: R, P, Q.



## P
{
  "formula": "C3H6O2",
  "method": "wB97M-V/def2-TZVPD",
  "elements": ["C", "C", "C", "O", "O", "H", "H", "H", "H", "H", "H"],
  "xyz": [[-0.7435, 1.0814, -1.2173], [-0.1457, 0.1001, -0.5331], [-0.0433, -0.1656, 0.8999], [1.4487, -1.8249, -0.6736], [0.8716, -0.9053, -1.5466], [-0.6757, 1.0839, -2.2572], [-1.2467, 1.6705, -0.5305], [0.9548, -0.0681, 1.2385], [-0.8368, 0.3700, 1.4294], [-0.3393, -1.1206, 1.0682], [2.4181, -1.6414, -0.7960]],
  "mulliken_charge": [-0.860, 0.571, -0.987, -0.361, -0.310, 0.356, 0.275, 0.277, 0.357, 0.355, 0.327],
  "smiles": "C=C(C)OO",
  "total_charge": 0,
  "multiplicity": 1
}



## Q
{
  "formula": "C3H6O2",
  "method": "wB97M-V/def2-TZVPD",
  "elements": ["C", "C", "C", "H", "H", "H", "H", "H", "H", "O", "O"],
  "xyz": [[0.3925, 1.1783, -0.1524], [0.1459, -0.2281, 0.3164], [-1.2883, -0.7918, 0.0689], [1.2719, 1.5651, 0.3436], [0.6609, 1.0796, -1.1824], [-0.3355, 2.0493, -0.0762], [0.1149, -0.3918, 1.5016], [1.8648, -1.2836, -0.2706], [-1.4451, -1.9532, 0.2070], [0.8722, -1.2218, -0.4271], [-2.2540, -0.0021, -0.3288]],
  "mulliken_charge": [-1.148, 0.484, -0.055, 0.326, 0.357, 0.289, 0.218, 0.301, 0.291, -0.551, -0.511],
  "smiles": "C[C@H](O)C=O",
  "total_charge": 0,
  "multiplicity": 1
}



Ranked by calculated energy, most stable first: Q, P.



## P
{
  "formula": "C3H6O2",
  "method": "wB97M-V/def2-TZVPD",
  "elements": ["C", "C", "C", "H", "H", "H", "H", "H", "H", "O", "O"],
  "xyz": [[-0.6181, 0.0398, -0.5120], [0.0305, 0.9617, 0.4638], [0.8997, 0.0544, -0.3818], [-1.8689, -0.8791, 0.6285], [-1.0848, 0.4033, -1.4102], [0.0498, 2.0361, 0.2517], [-0.0429, 0.6676, 1.5203], [1.4635, 0.5903, -1.1480], [0.8305, -1.6575, 0.4664], [-1.1767, -1.1511, 0.0248], [1.5173, -1.0654, 0.0966]],
  "mulliken_charge": [-0.129, -0.573, 0.002, 0.307, 0.315, 0.238, 0.269, 0.331, 0.332, -0.549, -0.543],
  "smiles": "O[C@@H]1C[C@@H]1O",
  "total_charge": 0,
  "multiplicity": 1
}



## Q
{
  "formula": "C3H6O2",
  "method": "wB97M-V/def2-TZVPD",
  "elements": ["C", "C", "C", "H", "H", "H", "H", "H", "H", "O", "O"],
  "xyz": [[0.0458, -0.8264, 0.6774], [0.5728, 0.0473, -0.4637], [-0.5575, 0.8138, -1.1128], [-0.0580, 0.6533, 1.9618], [-0.6652, -1.5536, 0.2763], [0.8687, -1.4345, 1.0991], [1.3096, 0.7761, -0.1466], [1.0840, -0.5906, -1.2033], [-1.4594, 0.2131, -1.3548], [-0.6318, -0.0840, 1.6743], [-0.5089, 1.9854, -1.4077]],
  "mulliken_charge": [-0.528, -0.439, 0.087, 0.329, 0.324, 0.280, 0.287, 0.318, 0.311, -0.497, -0.472],
  "smiles": "O=CCCO",
  "total_charge": 0,
  "multiplicity": 1
}



Ranked by calculated energy, most stable first: Q, P.



## P
{
  "formula": "C3H6O2",
  "method": "wB97M-V/def2-TZVPD",
  "elements": ["C", "C", "C", "H", "H", "H", "H", "H", "H", "O", "O"],
  "xyz": [[-1.3516, 0.4254, 0.1460], [0.0378, 0.9186, -0.2453], [1.1010, 0.0217, 0.4021], [-1.2569, -1.1295, -0.9659], [-1.5415, 0.5867, 1.1855], [-2.0995, 1.0455, -0.3752], [0.2800, 0.9008, -1.3355], [0.1232, 1.9896, 0.0798], [0.9170, -0.2849, 1.4513], [-1.4562, -0.9895, -0.0452], [2.0631, -0.4233, -0.1869]],
  "mulliken_charge": [-0.564, -0.424, 0.091, 0.330, 0.350, 0.286, 0.264, 0.312, 0.327, -0.492, -0.480],
  "smiles": "O=CCCO",
  "total_charge": 0,
  "multiplicity": 1
}



## Q
{
  "formula": "C3H6O2",
  "method": "wB97M-V/def2-TZVPD",
  "elements": ["C", "C", "C", "O", "O", "H", "H", "H", "H", "H", "H"],
  "xyz": [[0.1337, -1.3228, -0.4831], [0.0067, 1.2922, -0.5626], [-0.0192, 0.0430, 0.3082], [-0.4098, -2.3301, -0.0736], [-0.9496, 0.1049, 1.3374], [0.9115, -1.1377, -1.1787], [0.4432, 2.0575, 0.0546], [-1.0619, 1.4359, -0.8972], [0.6390, 0.9385, -1.3406], [1.2934, -0.3233, 1.0159], [-0.9872, -0.7580, 1.8197]],
  "mulliken_charge": [-0.042, -1.000, 0.228, -0.503, -0.475, 0.334, 0.277, 0.306, 0.339, 0.220, 0.317],
  "total_charge": 0,
  "multiplicity": 1
}



Ranked by calculated energy, most stable first: P, Q.



## P
{
  "formula": "C4H10ClNO",
  "method": "wB97M-V/def2-TZVPD",
  "elements": ["C", "C", "C", "C", "N", "O", "Cl", "H", "H", "H", "H", "H", "H", "H", "H", "H", "H"],
  "xyz": [[-0.9233, -1.6538, -0.9431], [0.5870, -1.7068, 1.0776], [0.8726, 2.6881, -0.4718], [-0.9974, 0.0134, 0.8976], [-0.4854, -1.0151, 0.2612], [1.1462, 1.6579, 0.4406], [-2.4178, 0.6954, 0.1522], [-1.9075, -1.5865, -1.2184], [-0.3067, -1.0983, -1.6815], [-0.7587, -2.6817, -0.8363], [1.4317, -1.1969, 0.5909], [0.5881, -1.3256, 2.1829], [0.7313, -2.8312, 1.0439], [0.1531, 2.3860, -1.2923], [1.7931, 3.0867, -0.9545], [0.2396, 3.3138, 0.0846], [0.2540, 1.2546, 0.6665]],
  "mulliken_charge": [-0.957, -0.777, -0.609, -0.498, 0.304, -0.483, -0.164, 0.421, 0.336, 0.278, 0.372, 0.271, 0.308, 0.216, 0.235, 0.318, 0.428],
  "total_charge": 0,
  "multiplicity": 1
}



## Q
{
  "formula": "C4H10ClNO",
  "method": "wB97M-V/def2-TZVPD",
  "elements": ["C", "C", "C", "C", "N", "O", "Cl", "H", "H", "H", "H", "H", "H", "H", "H", "H", "H"],
  "xyz": [[0.8887, -1.4604, 1.0497], [0.1439, 1.8798, -0.5857], [-1.4077, 0.1029, 0.0368], [1.0010, -0.2814, 0.1866], [0.0009, 0.6264, 0.1343], [0.9038, -0.9264, -1.5729], [2.6223, 0.4134, 0.3326], [0.2107, -2.1763, 0.5637], [0.2324, -1.3661, 1.9461], [1.8151, -1.8295, 1.1902], [0.9231, 2.5068, -0.3587], [0.1823, 1.5355, -1.5985], [-0.6853, 2.5396, -0.5789], [-1.5765, -0.2030, -0.9798], [-1.6071, -0.7415, 0.7275], [-2.0211, 0.8982, 0.5962], [1.1440, -1.8148, -1.5084]],
  "mulliken_charge": [-1.656, -1.203, -1.055, 1.128, -0.007, -0.677, -0.195, 0.441, 0.312, 0.465, 0.363, 0.445, 0.344, 0.359, 0.332, 0.368, 0.234],
  "total_charge": 0,
  "multiplicity": 1
}



Ranked by calculated energy, most stable first: Q, P.



## P
{
  "formula": "H10LiO5",
  "method": "wB97M-V/def2-TZVPD",
  "elements": ["Li", "O", "H", "H", "O", "H", "H", "O", "H", "H", "O", "H", "H", "O", "H", "H"],
  "xyz": [[0.0886, -0.0444, 0.0406], [-1.7474, 0.8406, 0.4196], [-2.2344, 1.6876, 0.1846], [-2.4444, 0.4946, 1.0196], [0.7236, -1.6134, -1.2064], [0.9606, -1.1204, -1.9464], [0.3696, -2.4494, -1.5544], [-0.2344, -1.4564, 1.5336], [0.1866, -1.4754, 2.4156], [-1.0244, -2.0704, 1.2786], [1.6896, 0.8466, 0.9706], [2.3846, 1.5126, 0.6326], [1.9726, 0.7346, 1.8866], [0.0736, 1.1716, -1.6734], [-0.7564, 0.8486, -2.2444], [-0.0074, 2.0926, -1.7564]],
  "mulliken_charge": [0.931, -0.525, 0.284, 0.280, -0.592, 0.327, 0.295, -0.593, 0.279, 0.315, -0.556, 0.298, 0.270, -0.641, 0.368, 0.260],
  "total_charge": 1,
  "multiplicity": 1
}



## Q
{
  "formula": "H10LiO5",
  "method": "wB97M-V/def2-TZVPD",
  "elements": ["Li", "O", "H", "H", "O", "H", "H", "O", "H", "H", "O", "H", "H", "O", "H", "H"],
  "xyz": [[23.2960, 48.3870, 28.4460], [22.6330, 48.4660, 30.4150], [22.2490, 47.7150, 30.9530], [23.2600, 48.8770, 31.1330], [22.9490, 50.7030, 28.3110], [22.6030, 51.2260, 28.9900], [23.8370, 51.0770, 28.0430], [24.6260, 48.5860, 26.7250], [24.8040, 47.7020, 26.4190], [25.1660, 49.0210, 26.1210], [24.8090, 47.0490, 29.1120], [25.7820, 47.1360, 29.0560], [24.5750, 46.1430, 29.0460], [21.5360, 47.7890, 27.7050], [21.6330, 47.7030, 26.7950], [21.4590, 46.7510, 27.7860]],
  "mulliken_charge": [0.856, -0.608, 0.303, 0.341, -0.610, 0.292, 0.340, -0.497, 0.297, 0.238, -0.574, 0.301, 0.302, -0.673, 0.335, 0.356],
  "total_charge": 1,
  "multiplicity": 1
}



Ranked by calculated energy, most stable first: P, Q.